Computed, not measured: 2 unconnected molecules or ions with the total composition C13H21F3NO6, with ωB97M-V with the def2-TZVPD basis set.

The calculation puts the orbital gap at 0.3585 Ha. As for the LUMO energy: -3.6851 eV. Its charge is +1. For the highest occupied orbital energy, the calculation gives -13.439 eV. For the energy above the lowest of the compared OMol25 structures with the same formula, charge and spin, the calculation gives 8.01 kcal per mole.

Bonds (Å) are listed after each position.
Positions of all 44 atoms, in Å:
1 C 4.1767 0.6240 1.2163  C2 1.494, H19 1.079, H20 1.080, H21 1.074
2 C 2.8624 -0.0311 1.4904  C1 1.494, O3 1.200, O4 1.386
3 O 2.6354 -0.7573 2.4187  C2 1.200
4 O 1.8974 0.2657 0.5414  C2 1.386, C5 1.434
5 C 0.7185 0.8293 1.1331  O4 1.434, C6 1.505, H22 1.081, H23 1.085
6 C -0.2923 1.1202 0.0569  C5 1.505, C7 1.530, H24 1.086, H25 1.081
7 C -1.4650 1.9303 0.6123  C6 1.530, C8 1.528, H26 1.081, H27 1.077
8 C -2.5661 1.1640 1.3437  C7 1.528, C9 1.562, O10 1.437, C14 1.522
9 C -3.0670 2.0716 2.5123  C8 1.562, H28 1.082, H29 1.075, H30 1.080
10 O -3.7281 0.9716 0.5212  C8 1.437, C11 1.370
11 C -4.5093 0.1137 1.2504  O10 1.370, O12 1.210, O13 1.370
12 O -5.7025 -0.0344 1.1167  C11 1.210
13 O -3.7291 -0.5553 2.1561  C11 1.370, C14 1.425
14 C -2.3651 -0.2457 1.8809  C8 1.522, O13 1.425, C15 1.551, H31 1.078
15 C -1.9335 -1.3724 0.9059  C14 1.551, F16 1.339, F17 1.327, F18 1.323
16 F -0.6240 -1.6336 1.0032  C15 1.339
17 F -2.2091 -1.1151 -0.3659  C15 1.327
18 F -2.5449 -2.5035 1.2158  C15 1.323
19 H 4.1691 1.6267 1.6155  C1 1.079
20 H 4.3170 0.6698 0.1463  C1 1.080
21 H 4.9469 0.0339 1.6775  C1 1.074
22 H 0.3684 0.1558 1.9026  C5 1.081
23 H 0.9651 1.7707 1.6125  C5 1.085
24 H 0.2220 1.7584 -0.6550  C6 1.086
25 H -0.6063 0.2429 -0.4913  C6 1.081
26 H -1.9525 2.3928 -0.2350  C7 1.081
27 H -1.0548 2.7381 1.1939  C7 1.077
28 H -3.2772 1.5158 3.4162  C9 1.082
29 H -3.9698 2.5663 2.2014  C9 1.075
30 H -2.3580 2.8455 2.7664  C9 1.080
31 H -1.7122 -0.2070 2.7382  C14 1.078
32 C 2.0085 -0.6840 -4.7624  C33 1.491, H37 1.086, H38 1.091, H39 1.092
33 C 2.3939 -1.1823 -3.4107  C32 1.491, O34 1.182, N35 1.518
34 O 3.4871 -1.4037 -3.0179  C33 1.182
35 N 1.2877 -1.3143 -2.3803  C33 1.518, C36 1.503, H40 1.020, H41 1.033
36 C 1.3977 -2.5438 -1.5232  N35 1.503, H42 1.083, H43 1.085, H44 1.087
37 H 2.7368 -1.0390 -5.4852  C32 1.086
38 H 1.0170 -1.0338 -5.0545  C32 1.091
39 H 2.0106 0.4079 -4.7499  C32 1.092
40 H 0.3650 -1.2109 -2.8038  N35 1.020
41 H 1.4395 -0.5154 -1.7440  N35 1.033
42 H 2.3129 -2.4665 -0.9497  C36 1.083
43 H 1.3930 -3.4235 -2.1591  C36 1.085
44 H 0.5383 -2.5426 -0.8578  C36 1.087

The Mulliken scheme yields these atomic charges, measured in e: atom 1 (C): -1.13, atom 2 (C): 0.78, atom 3 (O): -0.52, atom 4 (O): -0.27, atom 5 (C): -0.96, atom 6 (C): -0.18, atom 7 (C): -2.00, atom 8 (C): 2.10, atom 9 (C): -1.79, atom 10 (O): -0.45, atom 11 (C): 0.48, atom 12 (O): -0.52, atom 13 (O): -0.44, atom 14 (C): -0.30, atom 15 (C): 0.52, atom 16 (F): -0.27, atom 17 (F): -0.29, atom 18 (F): -0.31, atom 19 (H): 0.31, atom 20 (H): 0.32, atom 21 (H): 0.37, atom 22 (H): 0.46, atom 23 (H): 0.45, atom 24 (H): 0.63, atom 25 (H): -0.02, atom 26 (H): 0.47, atom 27 (H): 0.57, atom 28 (H): 0.39, atom 29 (H): 0.38, atom 30 (H): 0.49, atom 31 (H): 0.78, atom 32 (C): -1.13, atom 33 (C): 0.68, atom 34 (O): -0.40, atom 35 (N): 0.03, atom 36 (C): -0.69, atom 37 (H): 0.35, atom 38 (H): 0.37, atom 39 (H): 0.32, atom 40 (H): 0.43, atom 41 (H): 0.10, atom 42 (H): 0.32, atom 43 (H): 0.41, atom 44 (H): 0.18